Entry 1:
8
Properties=species:S:1:pos:R:3:mulliken_charge:R:1 method="wB97M-V/def2-TZVPD" e_lumo_ev=-0.3 energy_ha=-846.0938 homo_ev=-9.10 de_lowest_kj_mol=17.93 spin_multiplicity=1 fmax_ha_per_bohr=0.0946 gap_ha=0.3254 charge=0
I 3.477 -0.136 -0.041 0.1330
P 0.526 0.398 -0.728 0.3132
O -0.243 -1.051 -0.437 -0.5226
O -0.636 1.193 -0.162 -0.3811
N 1.597 0.318 0.675 -0.5355
H -0.100 -1.743 -1.090 0.3243
H -0.816 0.693 0.604 0.3697
H 1.508 1.181 1.144 0.2990


Entry 2:
6
Properties=species:S:1:pos:R:3:mulliken_charge:R:1 method="wB97M-V/def2-TZVPD" e_lumo_ev="-1.2 / -1.3" energy_ha=-695.4397 homo_ev="-9.37 / -8.68" de_lowest_kj_mol=436.56 spin_multiplicity=1 fmax_ha_per_bohr=0.0664 gap_ha="0.3003 / 0.2724" charge=0
I 3.392 -0.086 0.022 0.1861
P -0.632 -1.033 -0.177 -0.0310
N 1.692 0.892 -0.295 -0.5213
H 0.165 -1.704 0.835 0.0423
H -1.401 -0.122 0.409 0.0450
H 1.520 0.999 -1.267 0.2789


Entry 3:
7
Properties=species:S:1:pos:R:3:mulliken_charge:R:1 method="wB97M-V/def2-TZVPD" e_lumo_ev="-1.3 / -1.8" energy_ha=-1093.6495 homo_ev="-8.87 / -8.94" de_lowest_kj_mol=230.52 spin_multiplicity=1 fmax_ha_per_bohr=0.0701 gap_ha="0.2798 / 0.2619" charge=0
I 4.773 -0.509 -0.250 -0.0626
S 3.359 1.363 0.572 0.1082
P -0.924 -0.906 -0.016 -0.0891
N 1.979 1.415 -0.011 -0.3279
H 1.882 1.548 -1.084 0.2785
H -0.206 -0.447 1.326 0.0523
H -1.786 0.141 -0.198 0.0405


Entry 4:
5
Properties=species:S:1:pos:R:3:mulliken_charge:R:1 method="wB97M-V/def2-TZVPD" e_lumo_ev=-7.3 energy_ha=-276.8150 homo_ev=-15.47 spin_multiplicity=1 fmax_ha_per_bohr=0.0330 gap_ha=0.3014 charge=+1
Mg 0.351 1.008 -0.058 1.2100
O -1.238 0.135 0.187 -0.5719
H 1.887 -0.727 -0.156 -0.0134
H -2.129 0.425 0.001 0.2588
H 1.129 -0.840 0.025 0.1165


Entry 5:
7
Properties=species:S:1:pos:R:3:mulliken_charge:R:1 method="wB97M-V/def2-TZVPD" e_lumo_ev="4.6 / 4.6" energy_ha=-261.6092 homo_ev="-2.26 / -2.26" de_lowest_kj_mol=62.02 spin_multiplicity=1 fmax_ha_per_bohr=0.0753 gap_ha="0.2539 / 0.2539" charge=-1
O 0.570 0.514 -0.884 -0.2173
O -0.700 0.570 1.629 -0.7304
N -0.426 -0.368 -1.353 -0.5298
N 1.736 0.153 -0.706 -0.3945
H -0.701 -0.249 2.097 0.2890
H -0.612 0.599 0.707 0.4112
H 0.132 -1.218 -1.488 0.1718


Entry 6:
8
Properties=species:S:1:pos:R:3:mulliken_charge:R:1 method="wB97M-V/def2-TZVPD" e_lumo_ev=1.0 energy_ha=-603.0544 homo_ev=-9.08 de_lowest_kj_mol=282.56 spin_multiplicity=1 fmax_ha_per_bohr=0.0554 gap_ha=0.3693 charge=0
P 0.409 -0.860 -0.456 0.3294
O -0.621 -0.757 0.817 -0.2741
O -0.956 -0.009 -1.122 -0.3377
N 1.389 0.330 0.092 -0.3404
N -1.753 -0.453 0.034 -0.1048
H 1.357 1.177 0.611 0.2242
H 2.272 0.151 -0.364 0.2515
H -2.097 0.421 0.388 0.2519